Entry 1:
The following is a DFT calculation (ωB97M-V with the def2-TZVPD basis set) of C20H20F10IrN3SeSi as an isolated structure.

Positions of all 56 atoms, in Å:
1 Ir 0.349 0.014 -0.766
2 C 1.599 -3.172 -0.967
3 N 1.359 -2.105 -1.928
4 C 2.581 -1.534 -2.463
5 C 3.319 -0.784 -1.368
6 N 2.375 -0.010 -0.573
7 C 2.991 0.918 0.283
8 C 3.565 2.093 -0.198
9 F 3.572 2.325 -1.514
10 C 4.084 3.055 0.646
11 F 4.609 4.176 0.153
12 C 4.044 2.857 2.017
13 F 4.542 3.778 2.839
14 C 3.495 1.694 2.525
15 F 3.460 1.495 3.844
16 C 2.989 0.740 1.661
17 F 2.466 -0.375 2.186
18 C 0.338 -2.425 -2.908
19 C -1.028 -2.344 -2.254
20 N -1.148 -1.077 -1.533
21 C -2.473 -0.666 -1.315
22 C -3.350 -1.399 -0.517
23 F -2.912 -2.510 0.087
24 C -4.664 -1.018 -0.318
25 F -5.467 -1.745 0.458
26 C -5.140 0.135 -0.919
27 F -6.399 0.519 -0.726
28 C -4.295 0.890 -1.713
29 F -4.751 1.997 -2.295
30 C -2.986 0.487 -1.911
31 F -2.217 1.217 -2.715
32 H 2.118 -4.022 -1.433
33 H 0.655 -3.522 -0.556
34 H 2.197 -2.799 -0.137
35 H 2.299 -0.827 -3.245
36 H 3.237 -2.295 -2.910
37 H 4.057 -0.124 -1.836
38 H 3.879 -1.474 -0.724
39 H 0.487 -3.416 -3.360
40 H 0.391 -1.677 -3.701
41 H -1.188 -3.191 -1.578
42 H -1.800 -2.408 -3.027
43 C -3.098 1.885 1.902
44 Si -1.302 1.422 2.111
45 C -0.545 2.345 3.548
46 C -1.155 -0.419 2.389
47 Se -0.156 2.170 0.249
48 H -3.633 1.739 2.845
49 H -3.571 1.258 1.146
50 H -3.212 2.927 1.600
51 H -1.054 2.083 4.479
52 H -0.626 3.423 3.405
53 H 0.512 2.097 3.659
54 H -1.709 -0.686 3.295
55 H -0.118 -0.725 2.521
56 H -1.574 -0.995 1.560

Calculated values
**Max |F|**: 0.0049 Eh/bohr
**E_HOMO (alpha / beta)**: -7.185 / -8.592 eV
**E_LUMO (alpha / beta)**: 0.29 / -1.57 eV
**Multiplicity**: 5
**<S²>**: 6.022

These are the Mulliken partial charges, in e, on atoms 1 to 4: number 1, Ir, carries 0.462; number 2, C, carries -1.205; number 3, N, carries 0.691; number 4, C, carries -1.109

***

Entry 2:
The following is a DFT calculation (ωB97M-V with the def2-TZVPD basis set) of one molecule with the formula C20H20FN3O3S.

Positions of all 48 atoms, in Å:
1 C -7.098 -1.142 -0.752
2 O -6.546 0.131 -0.971
3 C -5.277 0.382 -0.537
4 C -4.790 1.664 -0.774
5 C -3.516 2.011 -0.376
6 C -2.698 1.093 0.269
7 N -1.393 1.376 0.688
8 C -0.773 2.574 0.699
9 O -1.250 3.635 0.355
10 C 0.663 2.487 1.210
11 S 1.799 1.934 -0.101
12 C 1.606 0.209 0.048
13 N 0.814 -0.402 0.898
14 C 0.994 -1.732 0.671
15 C 1.902 -1.916 -0.326
16 N 2.288 -0.664 -0.732
17 C 3.287 -0.334 -1.719
18 C 4.627 -0.106 -1.061
19 C 5.118 1.181 -0.885
20 C 6.325 1.392 -0.245
21 C 7.031 0.298 0.221
22 F 8.210 0.494 0.846
23 C 6.563 -0.994 0.064
24 C 5.355 -1.187 -0.579
25 C -3.191 -0.200 0.518
26 O -2.336 -1.047 1.173
27 C -2.779 -2.341 1.490
28 C -4.470 -0.549 0.112
29 H -6.524 -1.925 -1.260
30 H -7.167 -1.375 0.316
31 H -8.101 -1.105 -1.174
32 H -5.427 2.375 -1.274
33 H -3.143 3.005 -0.557
34 H -0.854 0.560 0.993
35 H 1.006 3.484 1.484
36 H 0.771 1.790 2.039
37 H 0.452 -2.457 1.242
38 H 2.286 -2.804 -0.783
39 H 2.966 0.571 -2.242
40 H 3.345 -1.162 -2.431
41 H 4.550 2.024 -1.247
42 H 6.719 2.385 -0.102
43 H 7.139 -1.824 0.441
44 H 4.977 -2.191 -0.707
45 H -3.671 -2.319 2.125
46 H -1.962 -2.804 2.041
47 H -2.986 -2.930 0.590
48 H -4.838 -1.543 0.303

Calculated values
**Max |F|**: 0.0110 Eh/bohr
**E_HOMO**: -7.480 eV
**E_LUMO**: 0.62 eV
**SMILES string**: COc1ccc(NC(=O)CSc2nccn2Cc2ccc(F)cc2)c(OC)c1

These are the Mulliken partial charges, in e, on atoms 1 to 4: number 1, C, carries -0.811; number 2, O, carries -0.467; number 3, C, carries 0.369; number 4, C, carries -0.819

***

Entry 3:
The following is a DFT calculation (ωB97M-V with the def2-TZVPD basis set) of C20H20IO6PRe as an isolated structure at a distorted geometry.

Positions of all 49 atoms, in Å:
1 Re -0.192 0.082 -0.258
2 I 2.455 0.074 -0.585
3 C 2.560 2.163 -0.328
4 C 3.770 2.829 -0.350
5 C 3.791 4.216 -0.189
6 C 2.610 4.903 -0.042
7 C 1.372 4.224 -0.013
8 C 0.156 4.925 0.131
9 C -1.052 4.257 0.195
10 C -1.070 2.869 0.205
11 C 0.089 2.101 -0.032
12 C 1.338 2.808 -0.125
13 H 4.690 2.279 -0.505
14 H 4.739 4.737 -0.189
15 H 2.620 5.982 0.046
16 H 0.180 6.004 0.232
17 H -1.977 4.806 0.303
18 H -2.013 2.378 0.410
19 C -4.280 1.503 -0.422
20 O -3.863 0.127 -0.531
21 P -2.502 -0.530 -0.079
22 O -2.754 -2.023 -0.497
23 C -3.051 -2.487 -1.834
24 O -2.408 -0.576 1.490
25 C -3.492 -0.896 2.416
26 H -5.348 1.509 -0.613
27 H -3.783 2.113 -1.176
28 H -4.098 1.894 0.579
29 H -3.160 -3.564 -1.756
30 H -2.236 -2.248 -2.519
31 H -3.979 -2.049 -2.193
32 H -3.478 -0.139 3.194
33 H -3.302 -1.877 2.844
34 H -4.448 -0.899 1.898
35 O -1.005 -3.765 2.013
36 C -0.354 -4.579 1.167
37 C -0.580 -5.950 1.324
38 C 0.076 -6.866 0.531
39 C 0.975 -6.447 -0.450
40 C 1.209 -5.103 -0.626
41 C 0.554 -4.152 0.165
42 C 0.866 -2.735 -0.109
43 O 1.824 -2.402 -0.800
44 O 0.040 -1.817 0.397
45 H -0.781 -2.850 1.845
46 H -1.273 -6.254 2.097
47 H -0.100 -7.923 0.676
48 H 1.488 -7.167 -1.071
49 H 1.898 -4.760 -1.385

Calculated values
**Max |F|**: 0.0427 Eh/bohr
**E_HOMO (alpha / beta)**: -13.406 / -13.406 eV
**E_LUMO (alpha / beta)**: -10.14 / -9.44 eV
**Multiplicity**: 2
**Net charge**: +2
**<S²>**: 0.851

These are the Mulliken partial charges, in e, on atoms 1 to 4: number 1, Re, carries 0.698; number 2, I, carries 0.378; number 3, C, carries 0.761; number 4, C, carries -0.560